Record 1
44
Properties=species:S:1:pos:R:3:forces:R:3:nbo_charge:R:1 method="wB97M-V/def2-TZVPD" spin_multiplicity=4 total_charge=0 mol_weight_g_mol=390.675 relative_energy_kj_mol=0.0 energy_ha=-3197.7702 homo_lumo_gap_ev="8.4482 / 9.2729" largest_force_ev_per_a=0.918
Cr -0.501 1.297 -0.521 0.3 0.6 -0.5 1.12
Cl -0.936 -0.088 -2.314 0.0 0.2 0.1 -0.54
Cl 0.252 2.006 1.570 -0.2 0.0 -0.4 -0.54
Cl -1.248 3.296 -1.418 0.2 -0.6 0.3 -0.46
C 3.725 -0.764 0.333 0.3 0.1 0.1 -0.73
C 2.330 -1.252 0.070 0.0 -0.1 0.0 0.62
O 1.410 -0.487 -0.068 -0.1 0.3 -0.2 -0.54
C 2.092 -2.732 0.014 0.0 -0.2 -0.2 -0.72
H 4.411 -1.055 -0.468 -0.1 0.0 -0.1 0.23
H 4.128 -1.222 1.241 -0.1 0.0 0.0 0.24
H 3.722 0.320 0.436 0.0 0.0 0.1 0.24
H 2.940 -3.274 -0.406 0.1 0.0 0.1 0.22
H 1.210 -2.915 -0.597 -0.1 0.0 0.1 0.25
H 1.921 -3.094 1.030 0.0 0.0 0.0 0.24
C 2.616 0.787 -2.992 -0.3 -0.3 0.4 -0.73
C 2.350 1.859 -1.981 -0.2 -0.5 -0.3 0.68
O 1.310 1.886 -1.362 -0.2 0.2 0.6 -0.54
C 3.398 2.875 -1.734 0.5 0.8 0.1 -0.72
H 3.310 0.079 -2.525 0.2 0.1 -0.2 0.23
H 3.056 1.199 -3.895 0.1 -0.1 -0.1 0.23
H 1.689 0.245 -3.175 0.0 0.1 -0.2 0.27
H 3.155 3.500 -0.878 -0.1 -0.1 0.1 0.25
H 3.494 3.540 -2.600 -0.1 -0.2 0.0 0.25
H 4.381 2.416 -1.599 -0.1 -0.1 0.0 0.23
C -2.146 -2.982 1.883 0.4 0.5 -0.2 -0.72
C -1.228 -1.752 1.903 0.2 -0.6 0.4 0.61
O -1.056 -1.083 0.922 -0.4 0.1 -0.7 -0.54
C -0.480 -1.438 3.171 0.0 0.0 -0.1 -0.73
H -2.002 -3.478 0.924 0.0 0.0 0.0 0.24
H -3.188 -2.665 1.930 0.0 0.0 0.1 0.23
H -1.914 -3.667 2.694 -0.1 0.0 0.1 0.22
H -1.190 -1.040 3.900 0.1 -0.1 0.2 0.24
H 0.282 -0.692 2.955 -0.1 0.1 0.0 0.26
H -0.006 -2.335 3.571 -0.2 -0.1 0.1 0.22
C -4.407 1.146 1.239 -0.3 -0.2 0.7 -0.72
C -3.541 1.203 0.031 0.0 0.1 -0.5 0.69
O -2.341 1.074 0.171 0.1 -0.2 0.8 -0.55
C -4.154 1.427 -1.299 -0.3 -0.1 -0.4 -0.73
H -5.450 0.935 1.015 0.0 0.0 -0.1 0.23
H -4.371 2.099 1.776 0.1 0.1 -0.2 0.26
H -4.019 0.406 1.943 0.0 0.0 -0.1 0.24
H -4.869 0.625 -1.518 0.0 0.0 0.2 0.24
H -3.403 1.444 -2.082 0.1 0.1 0.1 0.27
H -4.732 2.354 -1.290 0.1 0.0 0.0 0.25



Record 2
7
Properties=species:S:1:pos:R:3:forces:R:3:nbo_charge:R:1 method="wB97M-V/def2-TZVPD" smiles="N#C/C(F)=C(/F)I" total_charge=0 mol_weight_g_mol=214.940 relative_energy_kj_mol=32.1 energy_ha=-666.3484 homo_lumo_gap_ev="7.7431 / 8.5577" largest_force_ev_per_a=8.367
N 0.407 2.282 -0.004 0.0 0.4 0.0 -0.25
C 0.422 1.129 -0.023 0.6 0.4 0.0 0.12
C 0.362 -0.244 -0.041 -7.6 -3.6 0.1 0.27
F 1.353 -1.103 -0.050 0.2 0.3 0.0 -0.28
C -1.250 -0.907 -0.017 6.7 2.5 -0.1 0.15
F -1.311 -2.217 -0.014 -0.1 0.2 0.0 -0.31
I -2.963 0.203 -0.009 0.2 -0.1 0.0 0.28



Record 3
13
Properties=species:S:1:pos:R:3:forces:R:3:nbo_charge:R:1 method="wB97M-V/def2-TZVPD" total_charge=0 mol_weight_g_mol=72.107 relative_energy_kj_mol=529.4 energy_ha=-232.2440 homo_lumo_gap_ev="7.1507 / 7.1381" largest_force_ev_per_a=0.322
C 1.341 0.720 -0.119 0.1 0.0 0.0 -0.65
C -1.253 0.729 0.170 -0.1 0.1 -0.1 -0.09
C -1.289 -0.615 -0.378 -0.1 0.2 -0.1 -0.17
O -0.428 -0.900 0.716 0.2 -0.2 0.1 -0.53
C 1.207 -0.616 0.287 0.1 -0.1 0.0 -0.18
H 1.454 0.963 -1.173 -0.1 0.0 0.2 0.19
H 1.688 1.466 0.590 -0.1 -0.1 -0.1 0.20
H -0.803 1.577 -0.319 -0.1 -0.1 0.0 0.23
H -1.799 0.896 1.090 0.1 0.0 -0.1 0.21
H -2.225 -1.174 -0.303 0.1 0.1 0.0 0.21
H -0.822 -0.736 -1.360 -0.1 0.0 0.2 0.19
H 1.595 -0.911 1.263 -0.1 0.1 -0.1 0.20
H 1.334 -1.398 -0.464 0.0 0.1 0.1 0.19



Record 4
12
Properties=species:S:1:pos:R:3:forces:R:3:nbo_charge:R:1 method="wB97M-V/def2-TZVPD" total_charge=0 mol_weight_g_mol=82.102 relative_energy_kj_mol=400.9 energy_ha=-269.1936 homo_lumo_gap_ev=8.9675 largest_force_ev_per_a=0.472
C -1.450 0.836 -0.067 0.0 0.0 0.0 -0.71
C -0.829 -0.483 -0.349 0.0 0.0 0.0 0.59
O -1.517 -1.504 -0.686 0.2 0.0 0.0 -0.61
C 0.548 -0.888 -0.278 0.1 0.3 0.0 -0.72
C 1.480 -0.259 0.611 0.3 0.2 0.3 -0.02
C 2.252 0.258 1.383 -0.3 -0.2 -0.3 -0.26
H -2.532 0.756 0.052 0.2 0.0 0.0 0.24
H -1.215 1.527 -0.884 0.0 -0.1 0.1 0.25
H -0.993 1.250 0.838 0.0 -0.1 -0.1 0.26
H 0.934 -1.105 -1.278 -0.1 0.0 0.1 0.28
H -0.402 -2.033 -0.450 -0.3 -0.1 -0.1 0.46
H 2.937 0.709 2.065 -0.1 -0.1 -0.1 0.24



Record 5
32
Properties=species:S:1:pos:R:3:forces:R:3:nbo_charge:R:1 method="wB97M-V/def2-TZVPD" smiles="Nc1ccccc1/C=C/[C@]1(N)C=CC=CC1" total_charge=0 mol_weight_g_mol=212.296 relative_energy_kj_mol=240.8 energy_ha=-652.5277 homo_lumo_gap_ev=8.2571 largest_force_ev_per_a=3.351
N -0.613 2.004 1.801 -0.4 0.6 0.1 -0.83
C 0.438 1.309 2.349 0.1 -1.8 0.0 0.27
C 1.066 1.806 3.455 1.4 0.8 1.3 -0.30
C 2.090 1.125 4.122 -0.2 -0.5 0.0 -0.18
C 2.467 -0.148 3.697 0.6 -0.2 0.1 -0.26
C 1.884 -0.664 2.557 -0.8 0.4 0.0 -0.16
C 0.848 0.019 1.901 0.2 0.5 -0.7 -0.16
C 0.294 -0.637 0.715 -1.3 0.6 -1.8 -0.16
C -0.365 -0.091 -0.372 1.0 -0.9 1.8 -0.22
C -0.873 -0.959 -1.527 -0.3 -0.2 0.0 0.00
N -1.347 -2.201 -0.999 0.8 -2.0 0.5 -0.83
C 0.295 -1.248 -2.433 1.1 1.5 -2.8 -0.15
C 0.517 -0.498 -3.590 -0.5 -1.6 2.0 -0.24
C -0.437 0.561 -3.948 -1.6 -0.1 1.3 -0.25
C -1.637 0.662 -3.287 2.0 0.1 -1.2 -0.16
C -2.060 -0.358 -2.279 0.2 1.1 -0.9 -0.45
H -1.210 1.438 1.212 -0.2 0.3 0.3 0.39
H -1.055 2.640 2.480 0.1 -0.7 -0.9 0.38
H 0.807 2.809 3.785 -0.1 -0.1 0.1 0.20
H 2.579 1.523 5.010 -0.3 0.2 -0.2 0.21
H 3.231 -0.754 4.211 -0.4 0.6 -0.2 0.21
H 2.189 -1.614 2.137 0.0 -0.1 0.2 0.21
H 0.426 -1.716 0.709 -0.1 0.0 -0.1 0.22
H -0.443 0.984 -0.449 0.0 0.1 -0.3 0.21
H -2.219 -2.101 -0.516 -0.4 0.0 0.2 0.36
H -1.422 -2.928 -1.714 -0.1 0.5 0.3 0.37
H 1.036 -1.998 -2.116 -0.5 0.3 -0.1 0.22
H 1.388 -0.706 -4.237 -0.6 0.2 0.5 0.22
H -0.194 1.286 -4.712 0.1 0.0 -0.1 0.21
H -2.296 1.469 -3.556 -0.3 0.1 -0.1 0.20
H -2.731 0.097 -1.552 -0.2 0.0 0.1 0.22
H -2.654 -1.111 -2.854 0.5 0.1 0.6 0.23



Record 6
95
Properties=species:S:1:pos:R:3:forces:R:3:lowdin_charge:R:1 method="wB97M-V/def2-TZVPD" total_charge=+1 mol_weight_g_mol=918.223 relative_energy_kj_mol=26.2 energy_ha=-6559.2836 homo_lumo_gap_ev=8.6937 largest_force_ev_per_a=1.238
Zr 1.016 -1.565 -2.585 0.0 0.1 -0.2 1.41
C -4.049 -2.867 3.215 0.0 -0.1 0.1 -0.04
C -3.998 -1.459 2.609 0.1 0.0 -0.1 -0.56
C -3.343 -0.500 3.612 0.1 0.1 0.1 -0.04
C -5.428 -0.985 2.350 -0.1 0.0 0.0 -0.06
C -3.164 -1.498 1.325 0.0 0.0 0.0 -0.15
C -1.812 -1.846 1.370 -0.1 0.0 0.1 -0.05
C -1.080 -1.865 0.203 0.1 0.0 0.2 -0.38
Se 0.828 -2.101 0.259 -0.3 -0.2 0.2 1.21
C 1.341 -0.396 0.926 0.0 0.1 0.2 -0.39
C 1.374 -0.166 2.287 0.1 0.1 0.2 -0.03
C 1.822 1.067 2.752 0.0 0.0 0.1 -0.14
C 2.369 1.942 1.819 0.1 0.1 0.0 0.02
C 2.433 1.720 0.441 0.2 0.2 0.2 -0.09
C 1.768 0.571 0.033 0.0 0.0 -0.5 -0.25
O 1.524 0.287 -1.322 0.0 0.0 0.0 -0.19
C 3.285 2.697 -0.409 -0.1 0.0 0.2 -0.51
C 3.619 2.182 -1.812 0.0 0.0 0.0 -0.03
C 4.634 2.888 0.317 0.0 0.0 0.0 -0.04
C 2.601 4.067 -0.521 -0.1 0.1 0.0 -0.03
C 1.784 1.467 4.230 0.0 0.0 -0.1 -0.55
C 3.209 1.714 4.743 0.1 0.0 0.0 -0.04
C 1.140 0.381 5.091 -0.1 -0.1 0.1 -0.06
C 0.961 2.758 4.359 0.0 0.1 0.0 -0.03
C -1.654 -1.585 -1.038 0.7 -0.1 -0.7 -0.29
O -0.829 -1.679 -2.138 -0.9 0.0 0.9 -0.36
C -2.975 -1.202 -1.127 -0.6 0.1 0.0 -0.07
C -3.687 -1.179 0.082 -0.1 0.0 -0.1 0.04
C -3.711 -0.762 -2.407 0.1 0.0 0.1 -0.52
C -2.840 -0.771 -3.665 -0.1 0.1 -0.2 -0.04
C -4.203 0.683 -2.206 0.0 0.0 0.0 -0.03
C -4.908 -1.695 -2.651 0.0 0.0 0.0 -0.03
H -4.643 -2.862 4.133 0.1 0.0 -0.1 0.09
H -3.049 -3.233 3.466 -0.1 0.0 0.0 0.08
H -4.505 -3.577 2.520 0.0 0.1 0.0 0.09
H -3.964 -0.412 4.507 0.1 0.0 -0.1 0.09
H -3.220 0.499 3.183 0.0 -0.1 0.0 0.09
H -2.357 -0.855 3.930 -0.1 0.0 0.0 0.07
H -5.980 -0.966 3.293 0.0 0.0 0.0 0.09
H -5.965 -1.654 1.671 0.1 0.0 0.1 0.09
H -5.456 0.026 1.932 0.0 -0.1 0.0 0.09
H -1.329 -2.074 2.315 0.0 0.0 -0.1 0.11
H 1.047 -0.936 2.974 0.0 0.0 -0.1 0.10
H 2.799 2.866 2.188 0.0 -0.1 0.0 0.11
H 3.947 1.141 -1.801 0.0 0.0 0.0 0.09
H 4.439 2.781 -2.210 0.0 0.0 0.0 0.09
H 2.793 2.278 -2.513 0.0 0.0 0.0 0.08
H 5.149 1.932 0.448 0.0 0.0 0.0 0.10
H 4.529 3.349 1.301 0.0 0.0 -0.1 0.08
H 5.270 3.541 -0.283 0.0 0.0 0.0 0.09
H 1.679 4.017 -1.105 0.0 0.0 0.0 0.07
H 3.274 4.771 -1.019 -0.1 -0.1 0.0 0.10
H 2.351 4.480 0.461 0.0 -0.1 -0.1 0.09
H 3.824 0.815 4.648 0.0 0.0 0.0 0.09
H 3.183 1.998 5.799 0.0 0.0 -0.1 0.09
H 3.705 2.521 4.197 0.0 -0.1 0.0 0.08
H 1.724 -0.545 5.089 0.0 0.1 0.0 0.09
H 0.121 0.150 4.765 0.1 0.0 0.0 0.08
H 1.082 0.729 6.125 0.0 0.0 0.0 0.09
H 1.427 3.588 3.820 0.0 -0.1 0.1 0.08
H 0.879 3.049 5.410 0.0 0.0 -0.1 0.09
H -0.049 2.622 3.963 0.1 0.0 0.0 0.09
H -4.725 -0.886 0.027 0.0 0.0 0.0 0.10
H -1.979 -0.107 -3.571 -0.1 0.0 0.0 0.06
H -3.446 -0.408 -4.498 0.0 0.0 0.0 0.10
H -2.477 -1.765 -3.923 0.0 0.0 0.0 0.09
H -3.362 1.357 -2.010 -0.1 -0.1 0.0 0.07
H -4.908 0.780 -1.377 0.0 0.0 0.0 0.08
H -4.710 1.028 -3.111 0.0 0.0 0.0 0.10
H -4.576 -2.727 -2.793 0.0 0.1 0.0 0.09
H -5.440 -1.385 -3.554 0.0 0.0 0.1 0.09
H -5.624 -1.683 -1.826 0.1 0.0 0.0 0.08
C 5.613 -2.528 -2.576 -0.2 -0.3 0.0 0.04
O 4.650 -3.624 -2.453 0.5 0.1 -0.1 0.04
C 3.409 -3.308 -2.270 0.0 0.5 0.2 -0.58
O 3.014 -2.118 -2.164 0.8 -0.8 0.1 -0.15
N 2.603 -4.368 -2.163 -0.2 0.0 0.1 0.05
N 1.214 -4.166 -2.080 0.4 0.0 -0.2 -0.04
H 6.572 -3.021 -2.659 0.0 0.0 0.0 0.10
H 5.567 -1.906 -1.690 0.0 0.0 0.1 0.10
H 5.387 -1.956 -3.469 0.0 0.1 0.0 0.11
H 2.984 -5.282 -2.355 0.0 -0.1 0.0 0.18
H 0.863 -4.713 -1.303 -0.2 0.1 0.1 0.11
H 0.793 -4.468 -2.953 -0.1 -0.1 -0.1 0.06
Cl -0.674 2.371 -0.264 0.0 0.0 0.0 0.80
C -0.199 2.022 -1.885 0.0 0.0 0.3 -0.60
C 0.708 1.033 -2.210 0.1 0.1 0.3 -0.36
C 0.870 0.492 -3.463 -0.1 0.1 -0.7 -0.22
Cl 1.189 -2.703 -4.680 0.0 -0.1 -0.4 0.08
C 0.212 1.130 -4.504 -0.2 0.1 -0.2 -0.70
Cl 0.289 0.533 -6.126 0.2 -0.2 0.2 0.69
C -0.567 2.268 -4.272 0.0 0.0 0.0 -0.71
Cl -1.303 3.109 -5.573 0.0 0.0 0.0 0.71
C -0.807 2.677 -2.957 0.0 0.1 -0.1 -0.70
Cl -1.869 3.984 -2.643 0.0 0.0 0.0 0.73



What did the third record say?
13
Properties=species:S:1:pos:R:3:forces:R:3:nbo_charge:R:1 method="wB97M-V/def2-TZVPD" total_charge=0 mol_weight_g_mol=72.107 relative_energy_kj_mol=529.4 energy_ha=-232.2440 homo_lumo_gap_ev="7.1507 / 7.1381" largest_force_ev_per_a=0.322
C 1.341 0.720 -0.119 0.1 0.0 0.0 -0.65
C -1.253 0.729 0.170 -0.1 0.1 -0.1 -0.09
C -1.289 -0.615 -0.378 -0.1 0.2 -0.1 -0.17
O -0.428 -0.900 0.716 0.2 -0.2 0.1 -0.53
C 1.207 -0.616 0.287 0.1 -0.1 0.0 -0.18
H 1.454 0.963 -1.173 -0.1 0.0 0.2 0.19
H 1.688 1.466 0.590 -0.1 -0.1 -0.1 0.20
H -0.803 1.577 -0.319 -0.1 -0.1 0.0 0.23
H -1.799 0.896 1.090 0.1 0.0 -0.1 0.21
H -2.225 -1.174 -0.303 0.1 0.1 0.0 0.21
H -0.822 -0.736 -1.360 -0.1 0.0 0.2 0.19
H 1.595 -0.911 1.263 -0.1 0.1 -0.1 0.20
H 1.334 -1.398 -0.464 0.0 0.1 0.1 0.19